(1)
# C45H73IN9O2P

A cluster of 8 separate species, C45H73IN9O2P in total in a non-equilibrium geometry (ωB97M-V with the def2-TZVPD basis set, the OMol25 dataset).

As for the energy: -82743.16988 eV. Its total charge is 0. The multiplicity is 1. Its HOMO energy is -8.48 eV. For the gap between HOMO and LUMO, the calculation gives 0.2900 hartree.

Cartesian coordinates (Å):
C  7.57  -3.00  1.15
C  6.47  -1.94  0.79
C  5.09  -2.64  1.01
C  3.94  -1.58  1.20
C  3.22  -1.36  -0.17
C  1.80  -2.06  -0.14
C  0.73  -0.98  -0.47
C  -0.05  -0.48  0.79
C  -1.26  0.38  0.29
C  -2.63  -0.11  0.70
C  -3.50  0.83  1.18
C  -4.84  0.50  1.56
C  -5.25  -0.79  1.44
I  -7.27  -1.24  1.98
C  -4.40  -1.85  0.96
N  -4.93  -3.10  0.88
C  -4.03  -3.94  0.44
P  -4.61  -5.73  0.28
O  -3.59  -6.68  1.19
O  -4.35  -6.15  -1.31
C  -2.69  -3.61  0.05
N  -2.21  -2.39  0.09
C  -3.09  -1.47  0.59
H  8.58  -2.57  1.08
H  7.43  -3.84  0.45
H  7.33  -3.32  2.18
H  6.58  -1.05  1.43
H  6.56  -1.63  -0.26
H  5.13  -3.36  1.84
H  4.91  -3.21  0.08
H  4.40  -0.62  1.50
H  3.23  -1.87  1.99
H  3.82  -1.74  -1.01
H  3.13  -0.27  -0.31
H  1.83  -2.76  -0.99
H  1.63  -2.61  0.79
H  -0.03  -1.36  -1.17
H  1.15  -0.08  -0.96
H  -0.36  -1.35  1.39
H  0.67  0.10  1.39
H  -1.18  0.55  -0.80
H  -1.13  1.39  0.76
H  -3.19  1.88  1.25
H  -5.55  1.24  1.92
H  -3.51  -6.33  2.09
H  -3.45  -6.51  -1.37
H  -2.01  -4.40  -0.31
C  -1.46  0.20  4.96
C  -0.79  1.38  5.65
C  -1.24  2.73  5.09
C  -0.89  2.82  3.66
N  -0.63  2.89  2.54
H  -1.19  0.15  3.90
H  -1.13  -0.74  5.41
H  -2.55  0.25  5.04
H  0.29  1.28  5.56
H  -1.03  1.35  6.72
H  -0.75  3.55  5.62
H  -2.32  2.85  5.20
C  -8.45  3.07  5.48
C  -7.51  2.33  4.54
C  -6.40  1.56  5.28
C  -5.58  2.50  6.06
N  -4.93  3.23  6.67
H  -7.93  3.83  6.06
H  -9.24  3.57  4.92
H  -8.93  2.37  6.18
H  -7.06  3.05  3.85
H  -8.09  1.62  3.94
H  -5.76  1.04  4.57
H  -6.84  0.82  5.95
C  0.44  3.75  -4.10
C  -1.05  4.00  -3.92
C  -1.62  3.33  -2.67
C  -1.45  1.87  -2.76
N  -1.32  0.72  -2.84
H  0.65  2.69  -4.24
H  0.81  4.28  -4.98
H  1.01  4.10  -3.23
H  -1.58  3.65  -4.80
H  -1.23  5.08  -3.84
H  -2.69  3.55  -2.58
H  -1.12  3.69  -1.77
C  1.10  -8.52  -2.35
C  0.10  -7.71  -1.52
C  0.33  -6.20  -1.63
C  1.67  -5.84  -1.15
N  2.72  -5.57  -0.78
H  2.12  -8.36  -2.01
H  0.89  -9.59  -2.26
H  1.04  -8.25  -3.40
H  0.18  -8.02  -0.47
H  -0.91  -7.95  -1.85
H  -0.41  -5.66  -1.04
H  0.22  -5.87  -2.67
C  0.49  6.79  -7.49
C  1.84  7.47  -7.65
C  2.93  6.86  -6.76
C  2.55  6.98  -5.34
N  2.26  7.07  -4.23
H  0.10  6.89  -6.47
H  -0.25  7.23  -8.16
H  0.56  5.72  -7.73
H  1.73  8.54  -7.42
H  2.15  7.40  -8.70
H  3.88  7.37  -6.92
H  3.07  5.81  -7.00
C  -6.76  1.98  -3.53
C  -7.03  2.84  -2.30
C  -6.83  4.34  -2.56
C  -5.44  4.60  -2.97
N  -4.35  4.81  -3.28
H  -5.72  2.07  -3.87
H  -6.94  0.93  -3.31
H  -7.41  2.27  -4.36
H  -6.37  2.51  -1.49
H  -8.05  2.67  -1.97
H  -7.04  4.91  -1.65
H  -7.50  4.68  -3.35
C  11.38  -3.60  3.37
C  12.45  -3.09  2.41
C  12.47  -1.56  2.29
C  11.17  -1.08  1.78
N  10.16  -0.70  1.39
H  10.38  -3.34  3.02
H  11.42  -4.69  3.44
H  11.52  -3.19  4.37
H  12.29  -3.53  1.43
H  13.43  -3.43  2.76
H  13.25  -1.24  1.61
H  12.65  -1.10  3.27

---

(2)
# C4H12BN

An isolated molecule of C4H12BN in a non-equilibrium geometry (ωB97M-V with the def2-TZVPD basis set, the OMol25 dataset).

As for the energy: -6507.53100 eV. Its total charge is 0. The multiplicity is 1. Its HOMO energy is -9.50 eV. As for the relative energy (zero: lowest compared OMol25 entry of this formula, charge and spin): 2.424 eV. For the gap between HOMO and LUMO, the calculation gives 0.3832 hartree.

Cartesian coordinates (Å):
B  -0.12  1.85  0.18
N  0.09  0.60  -0.32
C  -1.05  -0.66  -0.50
C  -2.38  -0.24  0.18
C  1.54  0.33  -0.53
C  2.06  -0.80  0.45
H  -1.21  2.31  0.31
H  0.81  2.61  0.56
H  -0.49  -1.53  -0.09
H  -1.05  -0.79  -1.53
H  -2.87  -1.21  0.26
H  -2.16  0.19  1.10
H  -2.86  0.59  -0.27
H  2.22  1.15  -0.33
H  1.68  -0.01  -1.52
H  1.98  -0.50  1.41
H  1.45  -1.80  0.38
H  3.04  -0.89  0.36

---

(3)
# C19H18ClN3O2S

A structure of composition C19H18ClN3O2S in a non-equilibrium geometry (ωB97M-V with the def2-TZVPD basis set, the OMol25 dataset).

As for the energy: -51899.64951 eV. Its total charge is 0. The multiplicity is 1. Its HOMO energy is -7.76 eV. As for the relative energy (zero: lowest compared OMol25 entry of this formula, charge and spin): 20.057 eV. For the gap between HOMO and LUMO, the calculation gives 0.3020 hartree.

Cartesian coordinates (Å):
O  1.90  1.50  -1.31
C  1.44  1.54  -0.33
N  0.19  1.18  -0.17
C  -0.75  1.21  1.00
H  -0.23  1.52  1.69
C  -2.07  2.03  0.70
N  -2.85  1.43  -0.30
C  -3.82  0.69  -0.37
C  -4.69  0.34  -1.41
C  -5.68  -0.57  -1.14
C  -6.06  -0.82  0.15
C  -5.31  -0.57  1.10
C  -4.09  -0.02  0.90
H  -3.49  0.48  1.91
H  -5.44  -1.07  2.06
Cl  -7.43  -2.10  0.49
H  -6.31  -0.94  -1.92
H  -4.49  0.66  -2.22
C  -1.79  1.51  -1.68
H  -2.47  1.01  -2.33
C  -0.73  0.52  -1.36
H  -0.11  0.57  -1.96
H  -1.03  -0.36  -0.95
H  -1.61  2.45  -1.75
H  -2.68  2.43  1.26
H  -1.56  3.12  0.32
H  -1.14  0.06  1.33
C  2.01  2.29  0.88
H  1.80  1.42  1.88
H  1.63  3.08  1.22
S  3.75  2.44  0.52
C  4.05  0.62  0.23
N  3.31  -0.28  0.65
C  3.96  -1.58  0.28
C  3.62  -2.87  0.38
C  4.65  -3.51  0.00
C  5.89  -3.30  -0.66
C  6.21  -1.94  -0.30
C  5.24  -1.01  -0.14
O  5.19  0.43  -0.02
H  7.26  -1.72  -0.76
H  6.44  -3.98  -0.56
H  4.29  -4.81  0.03
H  2.63  -3.25  0.75

---

(4)
# C2H3NS2

An isolated molecule of C2H3NS2 in a non-equilibrium geometry (ωB97M-V with the def2-TZVPD basis set, the OMol25 dataset).

As for the energy: -25281.33540 eV. Its total charge is 0. The multiplicity is 1. Its HOMO energy is -8.11 eV. As for the relative energy (zero: lowest compared OMol25 entry of this formula, charge and spin): 1.235 eV. For the gap between HOMO and LUMO, the calculation gives 0.3175 hartree.

Cartesian coordinates (Å):
C  0.56  1.27  0.10
N  -0.78  1.41  -0.01
S  -1.63  -0.05  -0.10
C  -0.30  -1.15  0.07
S  1.36  -0.18  -0.09
H  1.19  2.21  -0.26
H  -0.27  -1.52  0.99
H  -0.13  -2.00  -0.70